Record 1
C42H110N6O19 | the ωB97M-V functional and the def2-TZVPD basis

Calculated values
- Relative energy (zero: lowest compared OMol25 entry of this formula, charge and spin): 30.5 kcal/mol
- Highest occupied orbital energy: -7.630 eV

CARTESIAN COORDINATES (ANGSTROEM)
O1 0.00 0.72 3.89
O2 -6.53 2.62 2.05
O3 -8.77 -0.51 3.31
O4 1.53 2.90 4.90
O5 3.40 4.75 1.07
O6 0.27 -2.83 -4.85
O7 -2.55 0.40 0.05
O8 -1.70 -1.05 2.13
O9 3.42 1.74 6.94
O10 2.08 0.42 2.24
O11 -3.90 -0.81 -4.33
O12 -1.02 -5.06 0.14
O13 -6.55 -0.93 1.41
O14 6.30 -0.82 0.04
O15 -5.59 -5.57 -1.02
O16 5.47 1.16 4.95
O17 5.83 1.92 -3.33
O18 -6.56 2.31 -1.04
O19 3.39 -2.67 -2.50
N1 6.52 1.12 2.23
N2 -4.90 2.56 -5.46
N3 -4.01 -3.46 0.89
N4 4.03 5.03 -2.54
N5 0.28 1.28 -0.05
N6 1.48 -0.78 -3.40
C1 6.83 -1.74 -0.92
C2 0.17 -1.33 -3.01
C3 -6.07 -4.46 -0.29
C4 -5.82 -6.84 -0.47
C5 2.33 -0.52 -2.23
C6 -2.02 -0.51 3.39
C7 2.53 1.21 1.10
C8 -3.14 -3.90 -0.18
C9 -0.83 2.09 -0.49
C10 -4.02 1.42 -5.14
C11 -2.78 1.83 -4.35
C12 2.91 -1.75 -1.56
C13 3.44 5.47 2.27
C14 2.15 -0.98 2.06
C15 6.87 0.46 -0.12
C16 5.48 0.89 6.34
C17 -2.42 -5.24 0.08
C18 5.37 0.38 2.72
C19 5.14 4.10 -2.71
C20 -7.51 -1.12 3.60
C21 -5.29 -4.17 0.99
C22 -4.46 -1.90 -3.63
C23 -1.97 1.23 -0.95
C24 -6.35 -0.57 2.79
C25 1.29 2.00 0.69
C26 3.25 4.84 -1.31
C27 3.62 -3.92 -1.91
C28 -0.30 -3.52 -5.94
C29 4.67 2.72 -3.19
C30 2.94 2.77 4.81
C31 -1.41 0.84 3.67
C32 -3.68 -0.25 -0.45
C33 -0.54 -1.89 -4.22
C34 3.43 1.52 5.53
C35 6.38 1.52 0.83
C36 -4.79 0.24 -4.54
C37 -5.44 2.62 1.14
C38 -0.57 -4.57 1.38
C39 5.57 -0.03 4.16
C40 3.92 5.42 -0.05
C41 5.56 0.65 -3.84
C42 -5.74 3.17 -0.26
H1 -5.00 2.60 -6.47
H2 4.41 -4.38 -2.50
H3 4.44 1.26 5.20
H4 1.91 -1.62 -3.79
H5 3.78 6.51 0.02
H6 1.49 -1.37 1.28
H7 5.02 5.34 -0.14
H8 -3.11 -0.46 3.56
H9 6.60 1.96 2.81
H10 -5.00 -1.59 -2.73
H11 0.08 0.41 0.41
H12 3.96 2.30 -2.48
H13 2.35 5.44 -1.43
H14 -0.60 2.74 -1.33
H15 -5.40 0.56 -3.68
H16 5.85 1.74 6.89
H17 4.38 0.86 2.62
H18 -5.87 -6.81 0.63
H19 -5.96 -3.54 1.59
H20 4.21 2.80 -4.18
H21 -5.13 -5.03 1.65
H22 -5.06 1.60 0.99
H23 -0.47 -0.51 -2.67
H24 -3.65 -3.97 -1.15
H25 -6.82 -7.19 -0.74
H26 2.72 5.08 2.99
H27 5.33 1.78 0.62
H28 -7.30 2.05 -0.48
H29 -2.06 1.03 -4.28
H30 0.91 2.57 1.56
H31 -1.50 1.47 2.78
H32 -0.97 -1.05 -4.79
H33 2.75 -4.59 -1.90
H34 -2.82 -5.83 0.91
H35 1.83 0.26 -1.64
H36 1.12 2.02 4.81
H37 -1.02 -2.88 -6.46
H38 -7.25 2.15 1.62
H39 -5.41 -1.01 3.12
H40 -4.13 -0.84 0.34
H41 -3.01 2.29 -3.39
H42 1.89 -1.48 2.99
H43 -1.85 1.17 4.61
H44 3.17 0.11 -2.55
H45 -2.00 -0.48 1.41
H46 7.97 0.40 -0.09
H47 -0.76 -3.49 1.51
H48 5.32 -0.55 2.16
H49 6.48 -0.61 4.33
H50 6.21 -1.68 -1.81
H51 0.28 -2.04 -2.18
H52 3.96 -3.88 -0.87
H53 2.22 -2.20 -0.83
H54 -1.70 -1.25 4.14
H55 3.20 1.93 1.56
H56 -6.27 0.51 2.95
H57 2.80 0.66 5.29
H58 -7.38 -1.07 4.68
H59 7.91 -1.61 -1.04
H60 6.74 -2.71 -0.43
H61 4.47 5.94 -2.44
H62 4.45 0.73 6.69
H63 -4.50 0.44 -0.72
H64 3.16 -1.27 1.75
H65 -5.18 -2.37 -4.32
H66 -1.02 -5.14 2.20
H67 6.70 0.88 -1.13
H68 0.52 -4.66 1.39
H69 3.29 3.71 5.24
H70 -7.61 -2.19 3.37
H71 -1.22 2.67 0.37
H72 -6.06 -3.63 -1.00
H73 3.04 3.78 -1.20
H74 3.33 2.75 3.78
H75 -4.79 3.30 -0.77
H76 3.11 6.50 2.08
H77 -4.20 -2.48 0.83
H78 4.71 -0.64 4.48
H79 -2.62 -5.86 -0.80
H80 -0.95 -4.33 -5.55
H81 -2.79 1.80 -1.41
H82 -3.47 -0.88 -1.32
H83 3.70 -1.38 -0.88
H84 -1.51 -2.31 -3.89
H85 4.42 5.51 2.76
H86 -4.47 3.44 -5.20
H87 -3.69 -2.64 -3.43
H88 -3.59 1.10 -6.10
H89 4.90 0.66 -4.72
H90 6.96 2.41 0.56
H91 5.68 3.87 -1.78
H92 -2.33 -3.19 -0.39
H93 5.09 0.00 -3.09
H94 -2.25 2.62 -4.90
H95 6.47 0.10 -4.06
H96 -4.61 3.20 1.54
H97 -7.13 -4.57 -0.03
H98 -5.53 -0.01 -5.32
H99 -6.19 4.16 -0.11
H100 0.47 -3.87 -6.62
H101 0.42 0.51 3.04
H102 5.99 -0.06 6.56
H103 -5.01 -7.52 -0.72
H104 5.79 4.46 -3.51
H105 2.98 0.56 0.35
H106 2.66 2.30 7.12
H107 -1.67 0.64 -1.83
H108 -7.20 -0.30 1.07
H109 1.66 2.81 0.05
H110 -8.75 -0.10 2.44

Mulliken population analysis, charges in e, atoms 1 to 99:
1 O -0.572
2 O -0.527
3 O -0.538
4 O -0.625
5 O -0.044
6 O -0.322
7 O 0.493
8 O -0.087
9 O -0.562
10 O 1.730
11 O -0.144
12 O -0.416
13 O -0.364
14 O -0.192
15 O -0.310
16 O -0.510
17 O -0.382
18 O -0.466
19 O -0.423
20 N -0.448
21 N -0.719
22 N -0.055
23 N -0.359
24 N 1.458
25 N -0.508
26 C -0.684
27 C 0.664
28 C -0.573
29 C -0.812
30 C 1.141
31 C -0.071
32 C 0.977
33 C 0.586
34 C -1.073
35 C 0.532
36 C -0.995
37 C 0.248
38 C -0.843
39 C -0.613
40 C -0.767
41 C -0.801
42 C -1.117
43 C 1.449
44 C -0.525
45 C -0.444
46 C -0.278
47 C -0.833
48 C 0.822
49 C -0.147
50 C -2.136
51 C 0.439
52 C -0.833
53 C -0.827
54 C 0.299
55 C -0.100
56 C -0.513
57 C 0.255
58 C -0.305
59 C 1.099
60 C 0.116
61 C -0.695
62 C 0.050
63 C -0.325
64 C -1.215
65 C -0.565
66 C -0.193
67 C -0.500
68 H 0.291
69 H 0.286
70 H -1.003
71 H 0.511
72 H 0.337
73 H -0.157
74 H 0.308
75 H -0.224
76 H 0.368
77 H 0.285
78 H -0.407
79 H -0.363
80 H 0.300
81 H 0.406
82 H 0.286
83 H 0.327
84 H -0.833
85 H 0.343
86 H -0.209
87 H 0.333
88 H 0.549
89 H -0.098
90 H -0.538
91 H -0.105
92 H 0.317
93 H 0.153
94 H -0.390
95 H 0.316
96 H -0.098
97 H 0.465
98 H 0.007
99 H 0.312

Record 2
C5H8ClNO2S | the ωB97M-V functional and the def2-TZVPD basis

Calculated values
- Relative energy (zero: lowest compared OMol25 entry of this formula, charge and spin): 20.7 kcal/mol
- Highest occupied orbital energy: -8.038 eV

CARTESIAN COORDINATES (ANGSTROEM)
Cl1 -3.52 1.10 0.36
S1 -2.62 -0.88 0.41
O1 1.56 -0.58 -1.91
O2 -2.44 -1.42 -0.93
N1 0.72 -0.86 0.28
C1 0.50 2.35 -0.43
C2 -0.26 0.05 0.68
C3 -0.05 0.89 -0.56
C4 1.17 -2.13 0.93
C5 0.90 -0.25 -0.95
H1 1.71 -1.85 1.73
H2 0.27 -2.82 1.06
H3 -0.12 2.87 0.16
H4 -0.52 0.29 1.74
H5 1.63 -2.74 0.10
H6 1.40 2.20 0.11
H7 -0.79 1.04 -1.34
H8 0.46 2.74 -1.43

From a Mulliken analysis of the wavefunction, the atomic charges in e read:
1 Cl -0.288
2 S 0.432
3 O -0.611
4 O -0.441
5 N 0.185
6 C -1.570
7 C -0.856
8 C 0.645
9 C -0.902
10 C 0.309
11 H 0.375
12 H 0.286
13 H 0.432
14 H 0.488
15 H 0.339
16 H 0.378
17 H 0.427
18 H 0.370

Record 3
C4H8O2 | the ωB97M-V functional and the def2-TZVPD basis

Calculated values
- Relative energy (zero: lowest compared OMol25 entry of this formula, charge and spin): 66.2 kcal/mol
- SMILES: O=CCCC=O.[H][H]
- Highest occupied orbital energy: -10.007 eV

CARTESIAN COORDINATES (ANGSTROEM)
O1 -0.32 -1.63 -0.78
O2 -1.84 2.11 -1.24
C1 0.67 0.08 0.57
C2 -1.49 1.10 -0.69
C3 -0.51 1.11 0.50
C4 0.43 -0.68 -0.69
H1 -1.16 0.90 1.36
H2 1.65 0.57 0.58
H3 1.92 -2.43 0.59
H4 -0.14 2.13 0.57
H5 1.26 -2.63 0.32
H6 -1.93 0.12 -0.98
H7 0.60 -0.56 1.46
H8 0.84 -0.19 -1.59

From a Mulliken analysis of the wavefunction, the atomic charges in e read:
1 O -0.470
2 O -0.475
3 C -0.338
4 C -0.102
5 C -0.449
6 C -0.099
7 H 0.269
8 H 0.273
9 H 0.110
10 H 0.277
11 H -0.089
12 H 0.393
13 H 0.354
14 H 0.346

Record 4
C4H12NS | the ωB97M-V functional and the def2-TZVPD basis

Calculated values
- Charge: +1
- Relative energy (zero: lowest compared OMol25 entry of this formula, charge and spin): 22.7 kcal/mol
- SMILES: C[C@H]([NH3+])CCS
- Highest occupied orbital energy: -13.305 eV

CARTESIAN COORDINATES (ANGSTROEM)
S1 -1.85 -1.42 -0.88
N1 -0.63 1.42 -0.62
C1 0.54 0.31 -0.43
C2 -1.02 -1.48 0.75
C3 1.90 1.00 -0.21
C4 0.35 -0.64 0.74
H1 -0.80 -2.57 0.94
H2 2.76 0.35 -0.49
H3 -3.03 -2.06 -0.54
H4 -0.66 2.07 0.23
H5 -1.76 -0.96 1.46
H6 -0.34 1.99 -1.46
H7 0.45 -0.27 -1.38
H8 2.08 1.16 0.89
H9 1.19 -1.41 0.76
H10 0.47 -0.19 1.69
H11 -1.50 0.84 -0.59
H12 1.86 1.86 -0.85

From a Mulliken analysis of the wavefunction, the atomic charges in e read:
1 S -0.315
2 N -0.309
3 C -0.034
4 C -0.576
5 C -1.264
6 C -0.793
7 H 0.371
8 H 0.361
9 H 0.224
10 H 0.390
11 H 0.321
12 H 0.378
13 H 0.423
14 H 0.344
15 H 0.355
16 H 0.445
17 H 0.272
18 H 0.407

Record 5
C6H9N | the ωB97M-V functional and the def2-TZVPD basis

Calculated values
- Relative energy (zero: lowest compared OMol25 entry of this formula, charge and spin): 124.4 kcal/mol
- Highest occupied orbital energy (spin up / spin down): -6.885 / -7.154 eV

CARTESIAN COORDINATES (ANGSTROEM)
N1 1.56 0.40 0.26
C1 0.49 0.04 -0.42
C2 -0.72 0.92 -0.47
C3 1.28 0.53 1.56
C4 -2.86 -0.15 0.73
C5 -1.90 0.35 0.19
C6 0.60 -1.14 -1.26
H1 -0.97 1.12 -1.52
H2 2.51 0.19 -0.02
H3 1.30 -1.04 -2.12
H4 -0.47 1.88 -0.01
H5 0.61 -0.20 1.99
H6 1.57 1.22 2.33
H7 1.01 -2.01 -0.72
H8 -3.71 -0.58 1.21
H9 -0.31 -1.54 -1.72

From a Mulliken analysis of the wavefunction, the atomic charges in e read:
1 N -0.180
2 C 0.475
3 C -0.871
4 C -0.758
5 C 0.026
6 C -0.233
7 C -1.324
8 H 0.302
9 H 0.262
10 H 0.311
11 H 0.308
12 H 0.261
13 H 0.324
14 H 0.332
15 H 0.404
16 H 0.362

Question: Among the records above, which one has the lowest relative energy (zero: lowest compared OMol25 entry of this formula, charge and spin)?
Answer: C5H8ClNO2S

Question: What is the relative energy (zero: lowest compared OMol25 entry of this formula, charge and spin) in the third record?
Answer: 66.2 kcal/mol